Record 1
Computed, not measured: 2 unconnected molecules or ions with the total composition C6H11N3, with ωB97M-V with the def2-TZVPD basis set.

HOMO energy: -8.0 eV
Frontier orbital gap: 8.0932 eV
LUMO level: 0.08 eV
Net charge: 0
SMILES: [H]/N=C(\C)C=C.[H]/N=N\C=C

The geometry in XYZ format:
```
20
Properties=species:S:1:pos:R:3:forces:R:3:lowdin_charge:R:1
H -0.7190 1.8711 1.4030 -0.19 0.07 -0.27 0.08
N -0.4785 0.9470 1.0586 -1.93 -1.29 0.90 0.09
C -1.3799 0.3640 0.3529 0.12 1.13 0.48 -0.40
C -2.6739 1.0236 -0.0284 0.03 0.00 -0.01 -0.04
C -1.0900 -0.9748 -0.1330 0.16 -0.45 -0.25 -0.14
C -1.8631 -1.6830 -0.9524 0.11 0.07 0.17 0.04
H -3.5190 0.4061 0.2716 -0.09 -0.01 -0.02 0.08
H -2.7649 1.9999 0.4446 0.01 -0.02 0.01 0.07
H -2.7196 1.1588 -1.1089 -0.06 0.01 -0.08 0.09
H -0.1533 -1.3852 0.2172 0.06 -0.10 0.08 0.09
H -1.5923 -2.6836 -1.2483 0.11 -0.09 -0.06 0.06
H -2.7894 -1.3043 -1.3514 -0.18 0.11 0.00 0.05
H 1.8020 1.1686 1.2702 -0.15 -0.68 -0.10 0.08
N 1.3075 1.3108 0.3673 2.22 1.01 -1.31 0.00
N 1.6754 0.6009 -0.5898 -1.38 1.11 0.21 -0.09
C 2.5971 -0.4136 -0.4650 1.45 -0.82 0.47 -0.26
C 3.6585 -0.4154 0.3489 -0.44 0.06 -0.25 0.01
H 2.4669 -1.1874 -1.2117 0.06 -0.06 -0.02 0.09
H 3.8080 0.3605 1.0848 0.10 0.21 -0.03 0.04
H 4.4275 -1.1637 0.2695 -0.03 -0.26 0.09 0.04
```
Forces are in eV/Å.

Record 2
Computed, not measured: a molecular structure, C2H2GaO2, with ωB97M-V with the def2-TZVPD basis set.

HOMO energy (spin up / spin down): -15.9 / -15.2 eV
Frontier orbital gap (spin up / spin down): 7.8829 / 7.2234 eV
LUMO level (spin up / spin down): -7.97 / -7.96 eV
Net charge: +1

The geometry in XYZ format:
```
7
Properties=species:S:1:pos:R:3:forces:R:3:lowdin_charge:R:1
C -0.9220 0.3349 0.0547 2.87 0.33 -1.53 -0.07
C -0.3110 0.9994 -0.8163 -2.26 0.28 0.97 0.20
O 1.8818 -0.1289 -0.5493 0.47 1.41 -1.51 -0.17
Ga 1.3200 -1.1813 0.6718 1.22 -1.79 1.27 0.86
H -0.3280 1.8657 -1.4644 0.49 -0.36 -0.02 0.10
O -0.4600 -0.6810 0.8681 -2.57 0.34 0.51 -0.08
H -1.1808 -1.2089 1.2354 -0.21 -0.21 0.31 0.17
```
Forces are in eV/Å.

Energy above the lowest of the compared OMol25 structures with the same formula, charge and spin: 103.3, 122.3 (kcal/mol)
F_max: 2.8, 3.3 (eV/A)